1.
{
  "formula": "C23H25NO",
  "method": "wB97M-V/def2-TZVPD",
  "elements": ["C", "C", "C", "N", "C", "C", "C", "C", "C", "C", "C", "C", "C", "C", "C", "C", "C", "C", "C", "C", "C", "C", "O", "C", "C", "H", "H", "H", "H", "H", "H", "H", "H", "H", "H", "H", "H", "H", "H", "H", "H", "H", "H", "H", "H", "H", "H", "H", "H", "H"],
  "positions_angstrom": [[-5.0229, 1.1655, -0.3646], [-5.3808, -0.1675, -1.0754], [-4.8537, -1.3984, -0.3223], [-3.5436, -1.8838, -0.8563], [-3.3183, -3.3218, -0.9016], [-2.7226, -3.7337, 0.4792], [-1.4560, -3.0133, 0.7263], [-0.4448, -3.6725, 1.4153], [0.8702, -3.1660, 1.3776], [1.1182, -1.9407, 0.7481], [0.0959, -1.2384, 0.0971], [-1.1963, -1.8194, 0.0872], [-2.3357, -1.0724, -0.5865], [-1.8671, -0.4531, -1.8802], [-0.6758, 0.4481, -1.5986], [-0.5571, 1.6700, -2.2381], [0.4915, 2.5302, -1.9299], [1.4571, 2.0932, -1.0408], [2.6738, 2.7259, -0.5970], [3.2843, 3.9247, -1.2629], [3.2489, 1.8816, 0.2784], [4.5511, 2.0629, 1.0240], [2.4949, 0.7616, 0.4758], [1.3918, 0.8658, -0.3754], [0.2684, 0.0249, -0.6068], [-5.2012, 2.0054, -1.0690], [-3.9899, 1.2418, -0.0891], [-5.5944, 1.2527, 0.5602], [-6.4575, -0.2185, -1.1220], [-4.9576, -0.1568, -2.0707], [-4.8186, -1.1695, 0.7295], [-5.6324, -2.1699, -0.4299], [-2.6485, -3.5890, -1.7233], [-4.2219, -3.8585, -1.1309], [-2.6574, -4.8187, 0.4974], [-3.4037, -3.4859, 1.2870], [-0.6066, -4.6312, 1.9155], [1.7012, -3.7316, 1.7733], [2.1376, -1.6213, 0.7175], [-2.5618, -0.2349, 0.0979], [-2.6719, 0.1326, -2.2998], [-1.5149, -1.1861, -2.6155], [-1.2952, 1.9669, -2.9825], [0.6055, 3.4968, -2.3999], [2.7199, 4.8105, -0.9975], [4.3380, 4.0817, -1.0017], [3.1844, 3.8275, -2.3677], [4.4576, 1.7567, 2.0718], [5.3198, 1.4310, 0.5396], [4.8709, 3.1177, 0.9859]],
  "forces_ev_per_angstrom": [[-0.5898, -0.0687, -0.9815], [0.8820, 0.7563, 1.0176], [0.5069, -0.4907, -1.1164], [-0.9386, 0.3492, -0.1036], [0.5585, 0.7705, 1.5079], [-1.3715, -0.3587, -0.8392], [0.9355, -1.0144, -0.1090], [1.6879, 0.0852, 0.0422], [-1.2255, 0.4478, -0.2453], [-0.3544, -0.6552, -0.0949], [-0.7976, -1.0879, 0.3926], [0.0417, 0.5343, -0.0531], [-0.4606, -0.5415, -0.1485], [1.3304, 0.5973, 0.0772], [0.3520, -0.4617, 1.1342], [0.3366, 0.6516, -0.0595], [-0.1283, -0.4671, -0.3638], [0.4883, 0.1091, 0.4048], [0.6615, -0.0116, -0.6525], [-0.2988, -0.0874, -0.2818], [0.4101, 1.1240, 0.1900], [-0.2448, -0.5937, -0.4321], [-1.0021, -0.8390, -0.2696], [-0.8695, 0.5053, -0.4562], [1.0032, 0.7599, -0.2244], [-0.2236, -0.2844, 0.6908], [0.6906, -0.1414, 0.0766], [-0.1355, 0.2849, -0.1362], [-0.3928, -0.0547, -0.2590], [-0.1268, -0.1699, -0.3377], [0.1884, 0.1221, 0.7697], [0.6658, -0.1945, -0.0789], [0.3592, 0.1634, 0.1531], [-0.6347, -0.0041, 0.1555], [0.6144, -0.1822, 0.2083], [-0.6445, 0.1149, -0.0323], [-0.1917, 0.2716, -0.2880], [-0.0431, 0.0133, 0.2352], [0.3438, 0.4601, -0.0914], [-0.2710, -0.2897, -0.1530], [-0.1789, 0.0895, -0.2775], [-0.4489, -0.2847, 0.1254], [0.0653, -0.0961, 0.2067], [-0.1186, 0.0451, -0.0844], [-0.0041, 0.4114, 0.0725], [-0.3155, -0.0904, -0.0927], [0.2468, -0.0198, 0.6660], [0.0064, 0.0503, -0.2056], [-0.1555, 0.3095, 0.3684], [-0.2088, -0.5371, -0.0267]],
  "mulliken_charge": [-1.100, -0.614, -0.522, 0.383, -1.182, -0.899, 0.536, -0.752, -0.884, -0.915, 0.631, 0.380, -0.115, -1.187, 0.368, -0.758, -0.936, 0.651, 0.404, -1.500, 0.395, -1.428, -0.472, 0.465, 0.278, 0.319, 0.245, 0.360, 0.419, 0.271, 0.351, 0.424, 0.388, 0.511, 0.443, 0.316, 0.398, 0.405, 0.497, 0.153, 0.148, 0.279, 0.392, 0.444, 0.351, 0.365, 0.306, 0.343, 0.284, 0.361],
  "max_force_ev_per_a": 1.8,
  "total_charge": 0,
  "smiles": "CCCN1CCc2cccc3c2[C@H]1Cc1ccc2c(C)c(C)oc2c1-3",
  "homo_energy_ev": -7.59,
  "e_tot_ev": -27794.40308
}

---

2.
{
  "formula": "C23H25NO3",
  "method": "wB97M-V/def2-TZVPD",
  "elements": ["C", "C", "O", "C", "C", "O", "C", "C", "C", "C", "C", "C", "O", "N", "C", "C", "C", "C", "C", "C", "C", "C", "C", "C", "C", "C", "C", "H", "H", "H", "H", "H", "H", "H", "H", "H", "H", "H", "H", "H", "H", "H", "H", "H", "H", "H", "H", "H", "H", "H", "H", "H"],
  "positions_angstrom": [[-7.1015, 1.7312, 0.0082], [-6.4219, 1.5734, -1.3497], [-6.3479, 0.2359, -1.8063], [-5.2163, -0.5018, -1.4270], [-5.2769, -1.0887, -0.0028], [-4.7966, -0.2127, 0.9972], [-3.4617, 0.0216, 1.1016], [-3.0910, 0.9821, 2.0467], [-1.7621, 1.2978, 2.2380], [-0.7726, 0.6559, 1.5107], [-1.1315, -0.3109, 0.5801], [-0.1306, -1.0278, -0.2663], [-0.3724, -1.3721, -1.4083], [1.0492, -1.2781, 0.3429], [2.1697, -1.9193, -0.3260], [2.5286, -3.2171, 0.3904], [3.2971, -0.9152, -0.4389], [3.0388, 0.2508, -1.1927], [3.9818, 1.2267, -1.3263], [5.2470, 1.0964, -0.7145], [6.2483, 2.0813, -0.8328], [7.4631, 1.9176, -0.2276], [7.7302, 0.7621, 0.5228], [6.7789, -0.2104, 0.6558], [5.5161, -0.0718, 0.0434], [4.5161, -1.0605, 0.1666], [-2.4715, -0.6162, 0.3658], [-7.2296, 2.7887, 0.2252], [-8.0788, 1.2554, -0.0126], [-6.5055, 1.2814, 0.7966], [-7.0093, 2.0954, -2.1123], [-5.4162, 2.0161, -1.3213], [-5.1687, -1.3291, -2.1407], [-4.3079, 0.1090, -1.5310], [-4.7332, -2.0394, 0.0319], [-6.3215, -1.2717, 0.2601], [-3.8680, 1.4727, 2.6116], [-1.4930, 2.0550, 2.9592], [0.2614, 0.9371, 1.6473], [1.1878, -0.9947, 1.2995], [1.8044, -2.1516, -1.3347], [2.8118, -3.0253, 1.4236], [3.3494, -3.7143, -0.1190], [1.6670, -3.8806, 0.3879], [2.0736, 0.3531, -1.6676], [3.7742, 2.1138, -1.9076], [6.0370, 2.9688, -1.4125], [8.2268, 2.6756, -0.3225], [8.6957, 0.6483, 0.9940], [6.9819, -1.1020, 1.2325], [4.7492, -1.9387, 0.7493], [-2.6989, -1.3533, -0.3880]],
  "forces_ev_per_angstrom": [[0.1797, -0.1793, -0.3043], [-0.1336, 0.2454, 0.0932], [-0.1757, -0.0312, 0.0396], [0.0707, -0.1810, 0.3056], [-0.0517, -0.1262, -0.5895], [0.1796, 0.2241, 0.2572], [0.2025, 0.0852, 0.1188], [-0.0959, -0.0656, -0.0971], [-0.1131, 0.0000, 0.0426], [0.1108, -0.1907, -0.1470], [-0.2443, 0.2762, 0.1349], [0.0758, -0.0084, 0.1874], [-0.1514, -0.0655, -0.2589], [0.1864, -0.0480, 0.1390], [0.0097, -0.2002, -0.0590], [-0.0997, 0.1876, -0.2308], [0.2323, -0.1856, 0.1367], [0.1412, 0.2759, -0.1036], [-0.2669, -0.1026, -0.0599], [0.1209, -0.2758, 0.2053], [0.1627, 0.0669, 0.0316], [-0.1017, 0.1918, -0.1471], [-0.0038, -0.2254, 0.1228], [0.1616, 0.0578, 0.0389], [0.0227, 0.3347, -0.1559], [-0.3390, -0.0980, -0.1328], [-0.1808, -0.0966, -0.0576], [-0.0408, 0.1316, 0.0527], [-0.1283, -0.0078, 0.0121], [-0.0097, 0.0250, 0.0844], [0.1334, 0.0271, 0.0943], [-0.0570, -0.0326, -0.0597], [0.1128, 0.0291, 0.0907], [-0.0452, -0.1019, -0.0401], [-0.0330, 0.0495, 0.0372], [0.1233, -0.0433, -0.0693], [-0.0962, 0.0565, 0.0670], [0.0096, 0.0675, 0.0530], [0.0936, 0.0188, -0.0016], [-0.1095, 0.0181, -0.0368], [0.0902, 0.0493, 0.2059], [0.0670, -0.0255, 0.1114], [0.1180, -0.0847, 0.0143], [-0.0419, -0.0332, 0.0131], [-0.1117, 0.0443, -0.0743], [-0.0359, 0.0794, -0.0671], [-0.0044, 0.0872, -0.0508], [0.0310, 0.0726, -0.0268], [0.0570, -0.0388, 0.0450], [0.0295, -0.0769, 0.0549], [-0.0127, -0.1407, 0.0628], [-0.0381, -0.0358, -0.0825]],
  "mulliken_charge": [-0.960, -0.214, -0.431, -0.422, -0.754, -0.421, 0.560, -0.659, -0.839, -0.834, 0.019, 0.408, -0.703, -0.156, 0.455, -1.803, 0.114, -0.749, -1.152, 0.974, -0.677, -0.527, -0.534, -0.791, 0.400, -0.232, 0.314, 0.375, 0.270, 0.176, 0.337, 0.257, 0.302, 0.468, 0.458, 0.398, 0.454, 0.383, 0.455, 0.340, 0.402, 0.379, 0.380, 0.446, 0.500, 0.375, 0.393, 0.389, 0.384, 0.392, 0.406, 0.493],
  "max_force_ev_per_a": 0.6,
  "total_charge": 0,
  "smiles": "CCOCCOc1cccc(C(=O)N[C@H](C)c2ccc3ccccc3c2)c1",
  "homo_energy_ev": -8.36,
  "e_tot_ev": -31889.77917
}

---

Energy above the lowest of the compared OMol25 structures with the same formula, charge and spin
In order: 0.1322 0.4847
Unit: eV